No. 1
{"formula": "C44H44Br3CsN3O7P3S4", "method": "the ωB97M-V functional and the def2-TZVPD basis", "fmax_ev_per_a": 6.2, "total_charge": -2, "homo_ha": [-0.06921, -0.06919], "e_above_lowest_kj_mol": 0.00, "multiplicity": 1, "energy_ev": -347027.147, "homo_lumo_gap_ev": [4.6, 4.6], "elements": ["Cs", "S", "P", "C", "P", "S", "C", "C", "C", "C", "C", "C", "C", "C", "C", "C", "C", "C", "C", "C", "C", "C", "C", "C", "C", "C", "C", "C", "C", "C", "H", "H", "H", "H", "H", "H", "H", "H", "H", "H", "H", "H", "H", "H", "H", "H", "H", "H", "H", "H", "Br", "C", "Br", "H", "H", "O", "C", "O", "C", "C", "C", "C", "C", "C", "N", "O", "O", "H", "H", "H", "H", "O", "N", "C", "C", "C", "O", "P", "S", "S", "O", "C", "C", "C", "H", "H", "H", "H", "H", "H", "H", "H", "H", "H", "H", "H", "H", "H", "Br", "C", "C", "C", "N", "C", "C", "H", "H", "H", "H"], "coordinates": [[1.4258, 1.9413, -0.7310], [-0.3047, -2.8030, -0.6589], [-1.8201, -1.5361, -0.9833], [-1.9911, -0.1969, 0.0785], [-3.2315, 0.4025, 1.1659], [-3.0064, 1.9979, 2.3457], [-3.5456, -0.9650, 2.3322], [-2.4418, -1.3218, 3.0947], [-2.4858, -2.4463, 3.9299], [-3.6470, -3.2119, 4.0070], [-4.7541, -2.8507, 3.2172], [-4.7118, -1.7194, 2.4205], [-4.8080, 0.6491, 0.2965], [-5.8965, 0.9039, 1.1054], [-7.1716, 1.0922, 0.5809], [-7.3639, 1.0861, -0.7945], [-6.2780, 0.8470, -1.6271], [-5.0109, 0.6285, -1.0937], [-3.1713, -2.8018, -0.7037], [-4.4025, -2.8025, -1.3661], [-5.3551, -3.7973, -1.1045], [-5.1081, -4.7972, -0.1845], [-3.8557, -4.8703, 0.3990], [-2.9623, -3.8342, 0.2026], [-2.0384, -1.3818, -2.8240], [-2.1333, -0.1432, -3.5009], [-2.0910, -0.0841, -4.8907], [-1.8788, -1.2124, -5.6461], [-1.7876, -2.4352, -5.0091], [-1.9426, -2.5097, -3.6201], [-1.5578, -0.6796, 3.0259], [-1.6090, -2.7179, 4.5075], [-3.6988, -4.0815, 4.6631], [-5.6249, -3.4883, 3.1923], [-5.5971, -1.4758, 1.8372], [-5.7199, 0.9400, 2.1905], [-8.0172, 1.2453, 1.2693], [-8.3660, 1.2626, -1.1913], [-6.4557, 0.8026, -2.6946], [-4.1563, 0.5058, -1.7614], [-4.6704, -2.0272, -2.1008], [-6.3058, -3.7910, -1.6235], [-5.8813, -5.5528, 0.0343], [-3.5622, -5.6884, 1.0538], [-2.0823, -3.7804, 0.8401], [-2.1511, 0.7951, -2.9271], [-2.1363, 0.8992, -5.3454], [-1.7772, -1.1309, -6.7216], [-1.5442, -3.3231, -5.5814], [-1.9955, -3.5010, -3.1710], [0.0488, 5.3600, 1.0803], [0.1555, 3.9462, 2.4120], [0.0186, 4.4796, 4.3040], [1.1641, 3.5053, 2.2749], [-0.6782, 3.2625, 2.1924], [0.5636, 1.1498, -3.6332], [1.1863, 0.0510, -3.7013], [1.3328, -0.8124, -2.7851], [1.7399, -0.2517, -5.0848], [2.0855, 0.9009, -5.7809], [2.4067, 0.8714, -7.1068], [2.3656, -0.3700, -7.7364], [1.9797, -1.5589, -7.0800], [1.7732, -1.5052, -5.7265], [2.7437, -0.4388, -9.1117], [2.6542, -1.5570, -9.6731], [3.1705, 0.6342, -9.6369], [2.1173, 1.8619, -5.2417], [2.6886, 1.7582, -7.6762], [1.9427, -2.4585, -7.7024], [1.5904, -2.4071, -5.1660], [2.4746, -1.5179, -0.0176], [1.3989, -1.3073, -0.4939], [3.7006, 5.3602, 3.2054], [4.8065, 4.3933, 3.5737], [4.3868, 3.5242, 4.7758], [5.2302, 3.5373, 2.4566], [4.3067, 2.9816, 1.2286], [3.8362, 4.3086, -0.1199], [2.8950, 1.9966, 2.1798], [5.3044, 1.9264, 0.5052], [6.2147, 0.9893, 1.1565], [5.5665, 0.1706, 2.2551], [7.4298, 1.7363, 1.6838], [3.7290, 6.2449, 3.8806], [2.7339, 4.8498, 3.4115], [3.6951, 5.7051, 2.1529], [5.7323, 4.9357, 3.8408], [3.4546, 2.9990, 4.5358], [4.2156, 4.1704, 5.6531], [5.1531, 2.7941, 5.0748], [6.4996, 0.3396, 0.3107], [5.2913, 0.8412, 3.0934], [6.2853, -0.5768, 2.6437], [4.6761, -0.3989, 1.9238], [7.1368, 2.4547, 2.4567], [7.9689, 2.2836, 0.8831], [8.1159, 1.0056, 2.1557], [4.4435, -1.5047, 5.6688], [2.8879, -1.1041, 4.7380], [2.1706, 0.0204, 5.1217], [1.0688, 0.3708, 4.3358], [0.6215, -0.3931, 3.3524], [1.2316, -1.5477, 3.0873], [2.4196, -1.9314, 3.7121], [2.4129, 0.6281, 5.9808], [0.5012, 1.3014, 4.5025], [0.7264, -2.1942, 2.3460], [2.9065, -2.8541, 3.3947]], "atomic_forces_ev_per_a": [[-0.8419, -0.2986, -0.5751], [3.2454, -0.7773, 0.2602], [-3.7122, 3.4627, 2.4868], [-0.1830, -0.6668, -1.1462], [2.2035, -1.2007, -1.9153], [0.3774, 0.1574, -0.2288], [-0.5092, -0.1667, -0.1004], [0.2222, -0.2735, 0.4613], [-0.1162, 0.5128, -0.2840], [-0.4320, 0.1352, -0.4654], [0.7172, -0.3287, 0.6674], [-0.0853, -0.2039, -0.2766], [-0.4489, 0.0921, -0.6661], [-0.6360, 0.0157, 0.7357], [-0.2345, 0.1337, 0.4756], [-0.2220, -0.0940, 0.2702], [-0.1190, -0.0383, 0.0651], [0.3814, 0.1448, 0.2302], [-0.2002, -0.3905, -0.4272], [-0.3996, 0.0846, -0.4398], [0.0364, 0.6863, 0.0048], [-0.2238, -0.9921, -0.2095], [-0.1070, 0.1845, 0.5170], [0.5552, 0.0517, 0.6006], [0.4278, 1.2895, -0.5578], [0.2699, -0.2291, 0.9066], [-0.1091, 0.7376, 0.5681], [0.0193, -0.0847, -0.2479], [-0.1336, -0.1524, 0.5096], [0.1264, -0.8844, -0.5311], [-0.1835, -0.4600, 0.0538], [-0.0138, 0.0357, 0.0572], [0.0387, 0.1235, -0.2118], [-0.2080, -0.0059, 0.1486], [0.2543, -0.0022, -0.0325], [-0.2546, 0.0789, -0.5139], [0.3983, 0.0056, -0.4079], [0.3072, -0.1040, -0.0343], [0.2363, 0.0942, -0.0833], [-0.1670, -0.1959, 0.2748], [0.3605, -0.3777, 0.3437], [-0.0331, 0.1938, 0.0043], [0.4795, 0.3467, -0.2094], [-0.2693, 0.1867, 0.0748], [0.0048, -0.2691, -0.2939], [-0.0185, -0.5505, -0.1597], [-0.0062, -0.0950, -0.1082], [0.0728, -0.0563, -0.0157], [-0.2686, -0.0989, 0.0629], [0.3667, 0.1706, 0.0723], [-0.0862, 0.0495, 0.4313], [0.2431, -0.3146, -0.1879], [-0.0492, -0.0211, -0.7467], [-0.7904, 0.2212, 0.2689], [0.2732, 0.1864, 0.2957], [0.8804, -0.8620, 0.1915], [-0.8769, -0.2664, 1.2533], [0.2554, 0.6678, -1.1892], [-0.0414, 0.1864, -0.1885], [0.1886, 0.9294, 0.4880], [0.4071, -0.3444, -0.7685], [-0.5847, -0.2461, 0.6067], [0.9550, 0.5772, -1.1386], [-0.4376, 0.5499, 0.7110], [0.6378, 0.3026, -1.6753], [0.4224, 2.4579, 0.2713], [-0.9153, -2.9179, 0.4251], [-0.2936, -0.7071, -0.2943], [-0.0613, -0.3517, 0.2890], [0.0180, 0.2395, 0.6008], [-0.2808, -0.0267, 0.1939], [-5.6123, -0.2133, -2.5182], [3.8494, -0.0217, 2.5379], [-0.9674, 0.4201, 0.3099], [0.4260, -0.6065, -0.1211], [0.0673, 0.2122, 0.1050], [0.2516, 0.6091, -0.1244], [0.4118, -0.3475, 0.9415], [0.1597, 0.1710, -0.1928], [-0.5461, -0.5179, 0.0053], [0.3134, 0.2297, 0.4370], [-0.2156, 0.2045, -0.4244], [-0.1639, -0.4330, 0.5757], [0.6983, -0.0484, 0.0439], [0.0630, -0.5029, -0.3711], [0.4891, 0.4579, -0.3456], [0.2379, -0.2578, 0.6795], [-0.3222, -0.1897, -0.2501], [0.2982, 0.0868, 0.1202], [-0.0098, -0.0487, -0.3046], [-0.1110, 0.1511, -0.3109], [-0.0139, 0.1646, 0.3705], [-0.0077, -0.5097, -0.4202], [-0.1064, 0.3699, -0.2267], [0.3826, 0.5516, 0.1178], [0.0283, -0.2031, -0.2595], [-0.3435, -0.3524, 0.3882], [-0.1712, 0.2918, -0.3281], [0.7866, -0.3427, 0.3765], [-1.0293, 0.1004, -0.3777], [-0.4133, 0.0466, -0.5155], [-0.0583, 0.0435, 0.1372], [-0.2114, -0.2421, -0.1287], [0.0222, 0.0841, -0.0129], [-0.2397, 0.1406, -0.0423], [0.3503, -0.0079, -0.0626], [0.3854, -0.4584, 0.0601], [0.4332, 0.3954, 0.2954], [0.0597, 0.3362, 0.2883]]}

No. 2
{"formula": "C44H44I2N6OP2PdSiTe", "method": "the ωB97M-V functional and the def2-TZVPD basis", "fmax_ev_per_a": 0.8, "total_charge": -2, "homo_ha": -0.06079, "e_above_lowest_kj_mol": 0.00, "multiplicity": 1, "energy_ev": -110764.564, "homo_lumo_gap_ev": 5.1, "elements": ["Pd", "Te", "C", "C", "C", "N", "C", "C", "C", "P", "C", "C", "C", "C", "C", "C", "C", "C", "C", "C", "C", "C", "P", "C", "C", "C", "C", "C", "C", "C", "C", "C", "C", "C", "C", "H", "H", "H", "H", "H", "H", "H", "H", "H", "H", "H", "H", "H", "H", "H", "H", "H", "H", "H", "H", "H", "H", "H", "H", "I", "I", "C", "Si", "C", "C", "O", "H", "H", "H", "H", "H", "H", "H", "H", "H", "C", "C", "N", "C", "C", "N", "C", "N", "N", "N", "C", "C", "C", "C", "C", "C", "H", "H", "H", "H", "H", "H", "H", "H", "H", "H", "H"], "coordinates": [[0.4602, 0.4509, -0.2229], [-1.7257, 4.0910, -1.1167], [-3.6451, 4.6627, -1.8010], [-4.0473, 5.9965, -1.7351], [-5.2988, 6.3534, -2.2080], [-6.1752, 5.4955, -2.7330], [-5.7843, 4.2216, -2.7864], [-4.5545, 3.7608, -2.3430], [-2.0255, 2.0404, -1.4254], [-1.6079, 1.1501, 0.0326], [-2.3159, 1.9437, 1.5108], [-1.6886, 1.8255, 2.7442], [-2.3084, 2.3085, 3.8885], [-3.5555, 2.9091, 3.8050], [-4.1912, 3.0168, 2.5749], [-3.5771, 2.5302, 1.4320], [-2.6607, -0.3684, 0.1440], [-3.8873, -0.4045, -0.5136], [-4.7400, -1.4860, -0.3506], [-4.3764, -2.5376, 0.4807], [-3.1568, -2.5009, 1.1411], [-2.2985, -1.4215, 0.9764], [-0.9343, 1.3543, -2.7488], [-1.7555, -0.2986, -2.9850], [-3.0339, -0.3984, -3.5447], [-3.6750, -1.6174, -3.6708], [-3.0559, -2.7797, -3.2194], [-1.8009, -2.6977, -2.6449], [-1.1536, -1.4676, -2.5374], [-1.4149, 2.0837, -4.3880], [-1.2822, 1.2897, -5.5346], [-1.4741, 1.8130, -6.8030], [-1.7858, 3.1556, -6.9724], [-1.8887, 3.9635, -5.8521], [-1.6961, 3.4372, -4.5811], [-3.3981, 6.7575, -1.3163], [-5.6186, 7.3905, -2.1578], [-6.4974, 3.5225, -3.2142], [-4.2989, 2.7086, -2.3998], [-0.7062, 1.3752, 2.8024], [-1.8035, 2.2295, 4.8430], [-4.0313, 3.2992, 4.6971], [-5.1648, 3.4862, 2.5017], [-4.0711, 2.6080, 0.4706], [-4.1533, 0.4198, -1.1658], [-5.6855, -1.5105, -0.8803], [-5.0396, -3.3862, 0.6068], [-2.8583, -3.3222, 1.7827], [-1.3244, -1.4252, 1.4486], [-3.5383, 0.5015, -3.8773], [-4.6694, -1.6590, -4.1012], [-3.5624, -3.7347, -3.2984], [-1.3116, -3.5801, -2.2498], [-0.1947, -1.4673, -2.0312], [-1.0360, 0.2393, -5.4381], [-1.3776, 1.1625, -7.6629], [-1.9389, 3.5662, -7.9637], [-2.1217, 5.0165, -5.9575], [-1.7657, 4.0986, -3.7298], [1.1295, 2.7967, 0.7879], [3.0351, 6.0100, 1.9620], [2.1517, -4.1525, 0.5111], [1.6616, -2.5136, 1.3489], [3.2828, -1.6124, 1.7482], [0.8896, -3.0556, 2.9925], [0.6420, -1.6493, 0.4918], [2.7975, -4.7372, 1.1746], [2.6953, -4.0042, -0.4261], [1.2618, -4.7501, 0.2927], [3.5498, -1.7156, 2.8039], [3.1828, -0.5452, 1.5351], [4.1174, -1.9972, 1.1542], [1.5838, -3.6403, 3.6041], [-0.0028, -3.6627, 2.8136], [0.5856, -2.1787, 3.5708], [3.0475, 2.2775, -2.3753], [3.0689, 0.8039, -2.2066], [2.2955, 0.0512, -1.4531], [2.6313, -1.2603, -1.7083], [3.6508, -1.3079, -2.5948], [3.9328, 0.0095, -2.9100], [4.9249, 0.4373, -3.8531], [4.3983, 0.7528, -5.1671], [4.6144, 1.9827, -5.6887], [4.1181, 2.0463, -6.8630], [3.5438, 0.8292, -7.1560], [2.8848, 0.3923, -8.3080], [2.4106, -0.8969, -8.3079], [2.5623, -1.7356, -7.1841], [3.2031, -1.3188, -6.0409], [3.7045, -0.0126, -6.0554], [2.2166, 2.6929, -1.8143], [2.9343, 2.5403, -3.4285], [3.9640, 2.7379, -1.9987], [2.1087, -2.0515, -1.2017], [4.2150, -2.1249, -3.0104], [5.6552, -0.3670, -3.9435], [5.4263, 1.3442, -3.5209], [2.7485, 1.0584, -9.1489], [1.8831, -1.2776, -9.1729], [2.1462, -2.7344, -7.2191], [3.2876, -1.9595, -5.1756]], "atomic_forces_ev_per_a": [[0.4284, 0.2394, 0.5833], [-0.0004, 0.1367, 0.3977], [-0.0477, 0.0084, -0.1105], [-0.0137, -0.0041, -0.0307], [0.0124, 0.0025, 0.0342], [-0.0221, -0.0020, -0.0227], [0.0178, 0.0087, 0.0180], [-0.0628, 0.0219, 0.0422], [0.2066, 0.0012, -0.1251], [-0.3013, -0.4716, 0.1561], [0.0496, 0.0282, 0.0560], [-0.0078, 0.0105, -0.0299], [-0.0084, 0.0113, 0.0134], [0.0145, -0.0043, 0.0167], [-0.0022, -0.0006, -0.0425], [0.0126, -0.0053, 0.0196], [-0.0987, 0.1408, -0.1280], [0.0102, -0.0077, 0.0616], [0.0023, -0.0114, 0.0504], [-0.0309, 0.0278, -0.0165], [0.0567, 0.0126, 0.0259], [-0.0082, -0.0825, 0.0075], [-0.0740, -0.2735, -0.1401], [-0.1061, 0.0667, -0.0863], [0.0236, -0.0065, -0.0583], [0.0451, 0.0115, -0.0510], [-0.0095, 0.0249, -0.0126], [0.0068, 0.0362, 0.0123], [0.0110, -0.1896, 0.1106], [0.0227, 0.1446, 0.0228], [-0.0073, 0.0146, 0.0539], [0.0267, -0.0125, 0.0123], [0.0004, 0.0202, -0.0112], [-0.0181, -0.0289, -0.0199], [-0.1218, -0.0370, -0.0419], [0.0141, -0.0022, -0.0037], [-0.0025, -0.0017, -0.0066], [-0.0126, 0.0067, 0.0020], [0.0591, -0.0117, -0.0336], [0.0157, 0.0058, -0.0089], [-0.0008, -0.0003, 0.0017], [0.0024, -0.0029, 0.0011], [0.0016, 0.0026, 0.0015], [-0.0118, 0.0055, -0.0065], [0.0020, -0.0107, 0.0410], [-0.0002, -0.0023, -0.0003], [0.0014, 0.0014, -0.0024], [-0.0109, -0.0015, -0.0030], [0.0116, 0.0386, -0.0147], [0.0197, 0.0409, -0.0046], [0.0038, -0.0150, -0.0032], [-0.0023, 0.0027, 0.0121], [-0.0322, -0.0145, -0.0096], [0.0730, 0.2288, -0.0694], [0.0048, -0.0239, 0.0395], [0.0128, -0.0261, -0.0586], [0.0074, -0.0139, 0.0036], [0.0016, 0.0031, 0.0004], [0.0131, -0.0442, -0.1221], [-0.0048, -0.1460, -0.2839], [0.0693, 0.0746, 0.0240], [-0.0340, 0.0245, 0.0025], [-0.0219, 0.0208, 0.3022], [-0.0326, -0.0524, 0.0018], [0.0212, 0.0483, -0.0184], [-0.2482, 0.0265, -0.5915], [-0.0044, -0.0024, 0.0011], [0.0059, -0.0098, 0.0034], [0.0044, 0.0026, -0.0040], [0.0251, -0.0083, -0.0109], [-0.0159, 0.0081, 0.0077], [0.0033, 0.0303, -0.0125], [-0.0008, -0.0046, -0.0052], [-0.0040, 0.0035, 0.0017], [-0.0024, -0.0045, 0.0106], [-0.0055, 0.0308, 0.0477], [-0.0239, -0.0952, 0.0310], [0.1249, -0.0076, -0.1199], [0.1341, -0.0143, 0.1552], [-0.0045, -0.0249, -0.0006], [-0.0125, 0.1005, -0.1292], [0.0003, -0.0084, -0.0072], [-0.1461, 0.0762, 0.0797], [0.0464, -0.0809, 0.0057], [0.0680, 0.0172, -0.0391], [-0.0700, -0.0090, 0.0761], [-0.0225, 0.0243, -0.0003], [-0.0849, 0.0126, -0.0175], [0.0177, -0.0209, 0.0236], [0.0277, -0.0395, -0.0045], [0.0699, 0.0258, -0.0734], [-0.0339, -0.0031, 0.0258], [0.0001, -0.0082, -0.0189], [-0.0066, -0.0073, 0.0197], [-0.0239, 0.0111, -0.0529], [-0.0013, -0.0094, 0.0163], [0.0372, 0.0135, -0.0079], [-0.0289, -0.0080, 0.0472], [0.0087, -0.0090, -0.0120], [0.0087, 0.0127, -0.0066], [0.0038, 0.0058, 0.0123], [-0.0198, 0.0080, -0.0017]]}